# 1
# C21H21O5PW

C21H21O5PW as an isolated structure at a distorted geometry (wB97M-V/def2-TZVPD, OMol25).

Results
- ΔE to the lowest compared entry with this formula, charge and spin (eV) = 1.420
- HOMO-LUMO gap (alpha / beta) (eV) = 6.25 / 6.25
- HOMO energy (alpha / beta) (hartree) = -0.5687 / -0.5687
- net charge = +2
- calculated total energy (eV) = -43452.3003
- LUMO (alpha / beta) (eV) = -9.22 / -9.22

Structure (XYZ):
```
49
Properties=species:S:1:pos:R:3:forces:R:3
W 0.196 1.004 0.256 0.66 -1.44 -0.85
O -1.250 4.515 -0.607 -0.06 0.14 -0.03
C -0.705 3.608 -0.118 -0.02 -0.50 -0.19
O -0.732 2.290 -0.723 -0.22 0.48 0.82
C 0.202 3.545 1.103 0.20 -0.07 0.19
C 1.680 3.284 0.650 -0.19 -0.08 0.02
C 2.578 3.179 1.854 0.08 -0.09 0.07
C 2.251 1.881 2.601 -0.08 -0.08 0.16
C 0.851 1.375 2.342 0.02 0.09 -0.44
O 1.736 1.946 -0.036 -0.35 0.73 0.15
C -0.238 2.401 2.152 -0.16 0.11 -0.37
C -1.558 1.606 1.727 0.10 0.09 0.56
O -2.618 2.097 1.609 -0.36 -0.08 0.27
O -1.204 0.299 1.391 -0.51 1.21 -0.52
H 0.182 4.524 1.575 -0.03 0.01 0.10
H 1.993 4.042 -0.062 0.06 -0.11 -0.19
H 2.418 4.063 2.474 0.01 -0.02 0.03
H 3.619 3.190 1.538 0.00 0.02 0.01
H 2.328 2.025 3.682 0.07 0.02 0.01
H 2.968 1.096 2.362 0.04 0.00 -0.04
H 0.547 0.547 2.970 -0.01 -0.07 0.07
H -0.553 2.875 3.085 0.10 0.11 0.02
C -0.449 -0.099 -3.106 0.01 0.04 -0.06
P -0.422 -0.758 -1.439 0.51 -0.30 0.11
C -1.963 -1.518 -1.043 -0.21 0.13 -0.09
C -3.117 -1.086 -1.705 -0.13 -0.05 0.07
C -4.332 -1.677 -1.397 0.05 0.08 -0.05
C -4.390 -2.675 -0.435 -0.03 -0.05 0.04
C -3.241 -3.093 0.230 0.01 0.01 0.00
C -2.022 -2.512 -0.063 -0.06 -0.09 0.04
C 0.939 -1.867 -1.192 0.18 -0.20 -0.08
C 1.811 -1.530 -0.164 0.16 0.06 0.18
C 2.934 -2.278 0.144 -0.09 -0.06 -0.14
C 3.175 -3.411 -0.619 0.02 -0.05 -0.04
C 2.311 -3.774 -1.653 0.05 -0.03 0.02
C 1.194 -3.011 -1.947 0.00 -0.02 0.04
H -0.771 -0.917 -3.753 0.03 0.06 -0.13
H 0.548 0.235 -3.389 0.03 -0.03 -0.01
H -1.144 0.734 -3.189 -0.03 -0.01 0.01
H -3.080 -0.307 -2.455 0.01 -0.01 0.00
H -5.229 -1.357 -1.910 0.00 -0.01 0.01
H -5.341 -3.135 -0.200 0.01 0.00 0.00
H -3.300 -3.877 0.973 0.00 0.01 -0.01
H -1.130 -2.847 0.453 0.03 0.02 -0.03
H 1.641 -0.641 0.470 0.12 0.00 0.25
H 3.600 -1.998 0.948 -0.01 0.01 0.00
H 4.044 -4.021 -0.409 -0.02 0.00 -0.01
H 2.517 -4.664 -2.232 0.01 0.00 0.00
H 0.528 -3.310 -2.747 0.01 0.02 0.01
```
Positions in Å, forces in eV/Å.

Here are the Löwdin charges for atoms 1 to 2, given in e: 1.75 0.27


# 2
# C21H22CdN5O7S

C21H22CdN5O7S as an isolated structure (wB97M-V/def2-TZVPD, OMol25).

Results
- ΔE to the lowest compared entry with this formula, charge and spin (eV) = 0.000
- HOMO-LUMO gap (eV) = 7.51
- HOMO energy (hartree) = -0.1963
- net charge = -1
- calculated total energy (eV) = -59316.3267
- LUMO (eV) = 2.17

Structure (XYZ):
```
57
Properties=species:S:1:pos:R:3:forces:R:3
Cd 0.023 0.406 -0.766 -0.03 0.02 -0.01
O 4.217 0.414 0.258 0.00 0.02 0.01
C 3.004 0.290 0.382 -0.07 -0.07 0.03
O 2.176 0.318 -0.599 0.03 0.06 -0.05
C 2.463 0.062 1.802 0.03 0.01 0.02
C 3.432 0.007 2.787 0.00 0.00 -0.02
C 3.121 -0.195 4.125 0.03 -0.03 0.03
C 1.807 -0.371 4.525 0.01 0.00 0.02
C 0.844 -0.351 3.556 -0.06 -0.04 0.03
C 1.078 -0.092 2.165 0.01 0.02 -0.09
O 0.070 0.030 1.397 0.01 -0.03 0.08
N -0.532 -0.610 3.996 0.10 0.01 0.03
O -0.945 0.026 4.952 -0.03 0.00 -0.01
O -1.164 -1.470 3.420 -0.03 0.00 -0.03
N 4.172 -0.234 5.122 -0.05 0.10 -0.04
O 3.852 -0.425 6.288 0.01 -0.03 0.01
O 5.323 -0.064 4.760 0.02 -0.03 0.00
H 4.459 0.135 2.479 0.00 0.00 0.00
H 1.553 -0.529 5.563 -0.01 0.00 -0.01
C 1.079 3.201 0.944 0.01 0.02 -0.01
C -0.112 3.629 0.142 0.00 -0.07 -0.03
C -0.602 4.953 0.248 0.06 0.00 0.05
C -1.690 5.317 -0.477 -0.06 0.05 -0.03
C -2.323 4.384 -1.328 -0.01 -0.04 -0.02
C -3.453 4.732 -2.102 0.03 0.04 0.04
C -4.020 3.793 -2.910 -0.04 -0.03 -0.05
C -3.492 2.492 -2.974 -0.02 -0.02 -0.01
C -2.395 2.096 -2.238 0.06 0.04 0.07
S -1.829 0.449 -2.393 0.00 -0.06 -0.06
C -1.783 3.078 -1.384 0.05 -0.04 0.01
N -0.686 2.744 -0.642 -0.02 0.07 0.01
H 1.638 4.061 1.309 -0.01 0.00 0.00
H 1.738 2.574 0.346 0.00 0.01 0.00
H 0.753 2.610 1.802 0.00 -0.01 0.01
H -0.100 5.650 0.904 0.00 0.00 0.00
H -2.088 6.324 -0.418 0.00 0.00 0.00
H -3.847 5.739 -2.038 0.00 0.00 0.00
H -4.886 4.041 -3.511 0.00 -0.01 0.00
H -3.959 1.760 -3.621 -0.01 0.01 0.00
C -0.807 -4.415 -3.638 0.00 0.01 0.00
C -0.433 -4.057 -2.203 -0.04 -0.02 0.01
C 0.762 -4.889 -1.752 0.00 -0.01 -0.01
C -1.637 -4.309 -1.284 0.02 0.02 0.00
N -0.041 -2.640 -2.242 0.01 0.01 -0.02
N 0.295 -2.052 -0.995 0.02 0.00 0.02
H -1.109 -5.461 -3.706 0.00 0.00 0.00
H 0.042 -4.245 -4.300 0.00 0.00 0.00
H -1.640 -3.798 -3.984 0.00 0.00 0.00
H 0.515 -5.951 -1.783 0.00 0.00 0.01
H 1.055 -4.645 -0.730 0.00 0.00 0.00
H 1.616 -4.708 -2.407 0.00 0.01 0.00
H -1.941 -5.357 -1.330 0.00 0.00 0.00
H -2.484 -3.690 -1.587 -0.01 -0.01 0.00
H -1.412 -4.089 -0.239 0.00 -0.01 0.00
H -0.799 -2.090 -2.634 -0.01 -0.01 0.01
H 1.297 -2.099 -0.850 0.00 -0.02 -0.02
H -0.179 -2.485 -0.207 -0.01 0.07 0.03
```
Positions in Å, forces in eV/Å.

Here are the Löwdin charges for atoms 1 to 2, given in e: 1.23 0.01


# 3
# C21H22Cl2N2O7W

C21H22Cl2N2O7W as an isolated structure (wB97M-V/def2-TZVPD, OMol25).

Results
- ΔE to the lowest compared entry with this formula, charge and spin (eV) = 0.105
- HOMO-LUMO gap (eV) = 5.88
- HOMO energy (hartree) = -0.5275
- net charge = +2
- calculated total energy (eV) = -66303.0498
- LUMO (eV) = -8.47

Structure (XYZ):
```
55
Properties=species:S:1:pos:R:3:forces:R:3
W 1.075 -0.205 -0.101 -0.50 -0.09 -0.40
O 3.768 1.608 0.431 0.01 0.00 0.13
C 2.765 1.548 1.065 0.29 0.08 0.19
O 2.168 0.324 1.372 -0.11 0.01 -0.39
C 1.926 2.738 1.488 -0.08 -0.04 -0.06
C 0.723 2.290 2.324 -0.03 -0.04 0.03
C -0.105 3.472 2.814 0.01 0.01 0.00
C -0.876 3.883 1.538 0.01 0.02 0.01
C -0.285 2.929 0.512 0.00 -0.04 0.04
O -0.092 1.706 1.265 -0.02 0.07 -0.03
C 1.187 3.341 0.226 -0.06 -0.13 0.04
C 1.651 2.790 -1.075 0.14 0.40 -0.01
O 2.216 3.100 -2.016 -0.06 -0.16 0.01
O 1.024 1.221 -1.151 0.35 -0.29 0.37
H 2.572 3.477 1.958 0.01 0.01 -0.03
H 0.955 1.534 3.066 0.01 0.00 -0.02
H -0.780 3.164 3.609 0.00 0.00 0.00
H 0.532 4.264 3.207 0.00 0.00 0.00
H -1.943 3.698 1.638 0.00 0.00 -0.01
H -0.739 4.925 1.255 0.00 0.00 0.00
H -0.890 2.733 -0.368 0.00 0.00 0.00
H 1.322 4.419 0.147 0.01 0.01 -0.02
C 4.573 -1.235 -2.109 0.00 -0.02 0.00
C 3.095 -1.247 -2.039 -0.02 -0.11 0.01
O 2.600 -1.035 -0.812 0.23 0.24 -0.21
C 2.240 -1.503 -3.060 -0.01 0.01 0.00
C 0.849 -1.688 -2.866 0.03 -0.02 -0.01
C 0.040 -2.309 -3.950 0.00 0.02 -0.01
N 0.262 -1.322 -1.731 -0.07 0.01 0.11
N -1.079 -1.654 -1.645 -0.03 -0.02 0.04
C -1.554 -1.280 -0.520 -0.04 -0.12 -0.04
O -0.669 -0.663 0.326 -0.17 0.16 0.13
C -2.921 -1.431 -0.060 0.02 -0.01 0.02
C -3.285 -0.977 1.209 -0.01 -0.02 0.00
C -4.592 -1.134 1.638 0.01 0.00 0.00
C -5.526 -1.737 0.807 0.00 0.00 0.00
C -5.162 -2.187 -0.458 0.00 0.00 0.00
C -3.862 -2.038 -0.897 0.00 0.01 0.01
H 4.959 -0.328 -1.642 -0.01 0.01 0.00
H 4.913 -1.302 -3.138 0.00 -0.01 0.00
H 4.965 -2.085 -1.544 0.00 0.01 0.00
H 2.649 -1.709 -4.038 0.00 0.00 0.00
H 0.669 -2.582 -4.791 0.00 0.00 0.00
H -0.736 -1.614 -4.276 -0.01 -0.01 0.01
H -0.478 -3.189 -3.568 0.01 -0.01 -0.01
H -2.551 -0.509 1.850 0.00 0.01 0.01
H -4.883 -0.787 2.620 0.00 0.00 0.00
H -6.547 -1.857 1.145 0.00 0.00 0.00
H -5.896 -2.656 -1.098 0.00 0.00 0.00
H -3.565 -2.386 -1.877 0.00 0.00 0.00
Cl 1.153 -2.954 1.031 0.15 0.14 0.12
C 0.634 -3.026 2.757 -0.03 0.02 0.08
Cl 0.422 -1.430 3.461 -0.05 -0.07 -0.08
H 1.420 -3.547 3.291 0.01 -0.02 -0.02
H -0.308 -3.561 2.780 0.00 0.00 -0.01
```
Positions in Å, forces in eV/Å.

Here are the Löwdin charges for atoms 1 to 2, given in e: 1.94 0.20


# 4
# C21H22Cl2N4NaO3

C21H22Cl2N4NaO3 as an isolated structure (wB97M-V/def2-TZVPD, OMol25).

Results
- ΔE to the lowest compared entry with this formula, charge and spin (eV) = 0.426
- HOMO-LUMO gap (eV) = 7.04
- HOMO energy (hartree) = -0.1760
- net charge = -1
- calculated total energy (eV) = -63701.2357
- LUMO (eV) = 2.25

Structure (XYZ):
```
53
Properties=species:S:1:pos:R:3:forces:R:3
Na 1.219 -0.456 0.509 0.28 -0.33 -0.23
O -0.136 3.968 1.091 -0.18 -0.06 0.02
C -1.410 3.757 1.482 0.08 0.03 -0.04
C -2.228 4.870 1.698 0.15 0.03 -0.05
C -3.541 4.711 2.091 0.02 0.03 0.00
C -4.065 3.436 2.276 -0.10 0.01 0.03
C -3.257 2.336 2.068 0.07 -0.11 0.00
C -1.924 2.465 1.674 -0.06 -0.05 0.05
C -1.068 1.252 1.440 -0.61 0.60 0.09
O 0.061 1.432 0.883 0.42 0.02 -0.27
N -1.577 0.121 1.859 0.08 -0.41 -0.09
N -0.843 -0.962 1.432 -0.25 0.15 0.70
C -0.833 -1.953 2.235 -0.09 0.16 -0.23
C -0.151 -3.192 1.866 0.11 -0.50 0.07
C -0.197 -4.282 2.742 0.06 0.07 -0.13
C 0.439 -5.460 2.387 -0.01 0.11 -0.04
C 1.098 -5.513 1.170 0.00 -0.03 -0.03
C 1.091 -4.378 0.368 0.16 -0.11 -0.12
N 0.491 -3.248 0.693 -0.12 0.20 0.15
H 0.222 3.053 0.927 0.07 0.06 0.02
H -1.795 5.850 1.537 -0.03 0.00 0.02
H -4.161 5.585 2.252 0.00 0.00 -0.01
H -5.097 3.306 2.579 0.02 0.00 0.00
H -3.638 1.334 2.208 0.00 -0.01 0.00
H -1.322 -1.914 3.208 -0.13 0.08 -0.04
H -0.725 -4.192 3.683 0.00 0.01 0.01
H 0.419 -6.318 3.048 0.00 0.00 0.00
H 1.611 -6.405 0.838 -0.01 0.00 0.03
H 1.602 -4.378 -0.590 0.00 0.00 0.04
Cl 1.871 -1.974 -2.447 -0.21 -0.10 0.14
C 3.554 -1.673 -1.972 0.09 0.22 0.12
Cl 4.243 -0.438 -3.046 0.25 0.29 -0.23
H 4.117 -2.583 -2.150 -0.04 0.00 0.16
H 3.580 -1.281 -0.918 -0.04 -0.45 -0.16
N 1.231 1.723 -2.123 -0.06 -0.06 0.07
C 0.113 1.437 -2.893 -0.12 -0.01 -0.10
C 0.241 0.874 -4.166 0.04 0.03 0.07
C -0.879 0.645 -4.946 0.08 -0.02 -0.05
C -2.145 0.965 -4.481 -0.19 -0.01 -0.06
C -2.279 1.521 -3.215 -0.02 0.00 -0.01
C -1.169 1.757 -2.426 0.16 -0.01 0.01
H 2.052 1.177 -2.333 0.05 0.00 0.00
H 1.033 1.791 -1.135 0.05 0.08 0.10
H 1.226 0.609 -4.533 0.00 0.01 0.02
H -0.755 0.206 -5.930 -0.02 0.00 0.01
H -3.018 0.779 -5.095 0.01 0.01 0.02
H -3.260 1.770 -2.829 0.00 -0.01 -0.01
H -1.279 2.185 -1.437 0.00 0.00 0.01
C 4.251 -0.862 1.686 0.50 0.03 0.39
O 3.256 -0.998 0.774 -0.39 0.04 -0.42
H 3.939 -0.331 2.612 0.05 -0.04 -0.06
H 5.131 -0.289 1.308 -0.09 -0.09 0.06
H 4.664 -1.838 2.039 -0.04 0.14 -0.05
```
Positions in Å, forces in eV/Å.

Here are the Löwdin charges for atoms 1 to 2, given in e: 0.36 0.05


# 5
# C21H22ClN3O2

One molecule with the formula C21H22ClN3O2 at a distorted geometry (wB97M-V/def2-TZVPD, OMol25).

Results
- SMILES string = COc1cc(-c2nc(-c3ccnc(C)c3)c3n2C[C@@H](C)OCC3)ccc1Cl
- ΔE to the lowest compared entry with this formula, charge and spin (eV) = 4.455
- HOMO-LUMO gap (eV) = 8.81
- HOMO energy (hartree) = -0.3072
- calculated total energy (eV) = -43218.8798
- LUMO (eV) = 0.45

Structure (XYZ):
```
49
Properties=species:S:1:pos:R:3:forces:R:3
C 1.035 -3.936 -4.295 -0.17 1.09 -0.51
O 2.122 -3.025 -4.015 -1.07 0.05 0.00
C 1.839 -1.778 -3.472 1.77 -0.74 -1.72
C 1.147 -1.455 -2.371 -1.17 0.69 2.30
C 1.227 -0.124 -1.792 1.68 -0.90 -2.49
C 0.487 0.113 -0.571 -0.55 -0.65 0.05
N 0.631 -0.559 0.527 -0.03 0.14 1.79
C -0.283 -0.038 1.483 1.07 0.28 -0.95
C -0.102 -0.456 2.989 -0.28 1.17 -0.52
C -1.024 -0.256 4.030 -1.48 -0.28 -0.02
C -0.704 -0.528 5.369 2.30 0.10 -0.24
N 0.612 -0.811 5.841 -2.30 0.18 -2.37
C 1.504 -0.949 4.838 -0.18 0.13 0.52
C 2.999 -1.122 5.275 -1.08 2.03 -0.59
C 1.133 -0.836 3.464 -0.17 0.38 1.49
C -1.007 0.982 0.818 1.20 -2.50 2.19
N -0.553 0.972 -0.520 -1.73 0.91 3.05
C -1.057 1.881 -1.487 0.22 1.82 -1.93
C -2.583 2.077 -1.600 -1.18 0.11 2.41
C -3.248 0.734 -1.811 -0.01 0.71 -2.34
O -3.257 2.697 -0.468 1.76 0.79 1.25
C -2.408 3.021 0.680 -3.43 -2.34 0.90
C -2.158 1.717 1.462 1.29 0.45 -3.15
C 2.103 0.811 -2.389 -0.42 -0.45 0.10
C 2.807 0.459 -3.606 -1.70 1.50 3.91
C 2.589 -0.755 -4.083 -0.11 -1.37 -1.95
Cl 3.157 -0.949 -5.713 0.34 -0.69 -0.28
H 1.254 -4.893 -3.880 0.16 -0.56 0.57
H 0.138 -3.498 -3.898 -0.57 -0.17 0.50
H 0.811 -4.093 -5.368 0.73 0.44 0.24
H 0.554 -2.198 -1.816 0.33 0.31 -0.32
H -2.055 0.065 3.747 0.83 -0.40 0.64
H -1.487 -0.447 6.116 0.28 0.01 0.06
H 3.045 -1.330 6.330 -0.10 -0.39 0.28
H 3.551 -1.822 4.684 0.12 -0.61 -0.29
H 3.536 -0.133 5.157 -0.65 -0.86 -0.03
H 1.889 -0.795 2.781 2.14 -0.46 -1.77
H -0.815 1.505 -2.489 0.35 0.02 0.20
H -0.507 2.845 -1.375 -0.58 -0.43 -0.26
H -2.914 2.790 -2.358 0.94 -0.39 -0.68
H -4.332 0.727 -1.646 0.33 0.33 -0.15
H -2.817 -0.075 -1.266 0.50 -0.51 0.40
H -3.017 0.661 -2.907 -0.61 -1.08 0.68
H -1.466 3.404 0.435 1.01 1.44 -0.43
H -3.066 3.566 1.376 0.59 0.76 -0.79
H -2.056 1.893 2.498 0.58 0.02 1.10
H -2.958 1.061 1.270 -1.64 -0.46 0.25
H 2.197 1.799 -1.896 0.16 -0.69 -0.55
H 3.504 1.080 -4.082 0.51 1.06 -0.52
```
Positions in Å, forces in eV/Å.

Here are the Löwdin charges for atoms 1 to 2, given in e: -0.04 -0.12